A structure of composition C31H53BrNP3Pt in a non-equilibrium geometry, computed with wB97M-V/def2-TZVPD.

Cartesian coordinates (Å):
C: 2.440 -6.496 6.041
C: 2.879 -6.668 4.687
C: 3.660 -7.806 4.396
C: 3.881 -8.746 5.412
N: 3.422 -8.605 6.661
C: 2.723 -7.508 6.973
C: 2.566 -5.662 3.689
C: 2.528 -4.609 3.053
C: 1.995 -3.322 2.830
C: 0.582 -3.243 2.829
C: -0.055 -2.148 2.224
C: 0.793 -1.117 1.597
C: 2.210 -1.076 1.886
C: 2.767 -2.185 2.528
Pt: 0.529 -2.049 -0.362
P: -1.618 -2.095 -1.509
H: 4.141 -7.969 3.429
H: 1.931 -5.605 6.407
H: 4.473 -9.672 5.237
H: 2.388 -7.432 8.029
H: 3.837 -2.285 2.760
H: 0.068 -4.113 3.243
H: 2.840 -0.270 1.526
H: -1.146 -2.225 2.110
C: -2.081 -1.105 -3.083
C: -2.518 -1.897 -4.308
H: -1.195 -0.496 -3.261
H: -2.851 -0.393 -2.770
H: -2.877 -1.184 -5.061
H: -1.695 -2.473 -4.747
H: -3.360 -2.577 -4.107
C: -1.254 -3.811 -1.995
C: -1.819 -4.825 -1.010
H: -0.152 -3.875 -1.940
H: -1.538 -3.993 -3.035
H: -1.349 -5.794 -1.181
H: -1.591 -4.559 0.025
H: -2.894 -4.965 -1.112
C: -3.209 -2.088 -0.578
C: -4.401 -2.572 -1.402
H: -3.403 -1.093 -0.160
H: -3.067 -2.734 0.292
H: -5.257 -2.769 -0.742
H: -4.737 -1.833 -2.142
H: -4.188 -3.513 -1.929
Br: 0.401 1.032 -1.589
P: 3.186 -1.862 -2.360
C: 1.643 -2.078 -3.326
C: 1.941 -2.447 -4.782
H: 1.098 -1.133 -3.222
H: 1.101 -2.887 -2.832
H: 1.072 -2.938 -5.223
H: 2.174 -1.548 -5.377
H: 2.804 -3.119 -4.865
C: 3.384 -0.189 -1.697
C: 4.309 0.771 -2.445
H: 3.686 -0.295 -0.648
H: 2.357 0.247 -1.702
H: 3.953 1.790 -2.288
H: 5.338 0.710 -2.062
H: 4.353 0.604 -3.522
C: 3.255 -3.044 -0.979
C: 4.292 -4.141 -1.283
H: 2.226 -3.436 -0.811
H: 3.546 -2.489 -0.084
H: 4.657 -4.585 -0.355
H: 3.872 -4.936 -1.901
H: 5.155 -3.739 -1.830
C: -3.508 1.503 0.033
C: -2.068 1.950 0.231
P: -0.846 0.638 0.895
C: 0.552 1.778 1.474
C: 0.296 3.023 2.312
C: -1.695 0.322 2.495
C: -2.454 1.380 3.311
H: -3.659 0.881 -0.859
H: -4.181 2.365 -0.098
H: -3.931 0.964 0.886
H: -1.648 2.194 -0.753
H: -2.023 2.852 0.858
H: 1.293 1.085 1.891
H: 0.978 2.086 0.509
H: 0.094 2.788 3.353
H: 1.159 3.702 2.328
H: -0.564 3.565 1.914
H: -2.409 -0.462 2.185
H: -0.878 -0.113 3.098
H: -3.301 1.798 2.769
H: -2.903 0.922 4.203
H: -1.847 2.212 3.681

Results
Gap between HOMO and LUMO (alpha / beta), eV: 5.75 / 5.07
Energy, Eh: -4984.31969
Charge: +2
Energy relative to the best compared isomer or geometry (same formula, charge and spin), kcal per mole: 0.0
Lowest unoccupied orbital energy (alpha / beta), eV: -7.559 / -8.280
Largest force on an atom, eV/Å: 4.6
Spin multiplicity: 3

Here are the Löwdin charges for atoms 1 to 4, given in e:
1. C -0.003
2. C -0.214
3. C -0.018
4. C -0.123